(1)
Formula: C44H97NO17P
Source: the OMol25 dataset
Level of theory: ωB97M-V with the def2-TZVPD basis set

## Properties
Charge: 0
Gap between HOMO and LUMO (alpha / beta), eV: 8.19 / 7.88
2S+1: 2

Positions of all 160 atoms, in Å:
C1 -7.41 0.58 -0.39
O1 -8.04 -0.72 -0.69
C2 -7.07 -1.83 -0.55
C3 -6.94 -2.75 -1.91
C4 -5.64 -2.21 -2.80
C5 -6.04 -1.85 -4.37
C6 -4.99 -0.71 -4.92
C7 -4.61 -0.92 -6.53
C8 -2.97 -1.15 -6.68
C9 -2.10 0.25 -6.63
C10 -1.56 0.41 -5.05
C11 -0.34 1.50 -4.97
C12 0.45 1.55 -3.53
P1 1.32 3.29 -3.49
O2 2.38 3.27 -4.70
O3 0.22 4.60 -3.80
O4 2.16 3.57 -1.97
C13 -0.50 1.51 -2.20
C14 -0.80 0.02 -1.59
C15 -2.46 -0.19 -1.65
C16 -0.45 0.00 0.04
N1 -0.21 -1.14 -2.35
O5 -0.42 -2.33 -1.76
C17 1.24 -0.97 -2.70
C18 2.30 -1.28 -1.48
C19 1.56 -2.13 -3.86
C20 1.66 0.46 -3.37
H1 -6.75 0.53 0.59
H2 -8.26 1.37 -0.20
H3 -6.80 0.97 -1.33
H4 -6.01 -1.37 -0.24
H5 -7.38 -2.52 0.37
H6 -7.94 -2.77 -2.53
H7 -6.71 -3.85 -1.55
H8 -4.73 -2.96 -2.77
H9 -5.31 -1.19 -2.30
H10 -5.97 -2.88 -4.97
H11 -7.16 -1.46 -4.44
H12 -3.99 -0.83 -4.28
H13 -5.44 0.38 -4.73
H14 -5.17 -1.92 -6.85
H15 -4.98 -0.04 -7.21
H16 -2.69 -1.91 -5.80
H17 -2.75 -1.76 -7.68
H18 -2.68 1.19 -7.01
H19 -1.13 0.05 -7.28
H20 -2.50 0.81 -4.46
H21 -1.24 -0.68 -4.74
H22 -0.80 2.59 -5.13
H23 0.44 1.37 -5.85
H24 -0.69 4.38 -3.44
H25 1.61 4.16 -1.36
H26 0.09 2.10 -1.35
H27 -1.45 2.16 -2.44
H28 -2.95 -0.20 -0.57
H29 -3.00 0.64 -2.28
H30 -2.76 -1.23 -2.15
H31 -0.87 -1.02 0.49
H32 -1.03 0.91 0.53
H33 0.68 0.18 0.27
H34 3.30 -1.66 -2.00
H35 2.56 -0.29 -0.88
H36 1.96 -2.10 -0.72
H37 1.44 -3.23 -3.45
H38 0.82 -1.94 -4.77
H39 2.65 -1.90 -4.27
H40 2.49 0.95 -2.66
H41 2.19 0.33 -4.42
C21 -1.00 -2.34 5.54
O6 0.03 -1.37 5.48
C22 0.61 -1.10 6.76
C23 2.10 -0.79 6.63
O7 2.91 -1.95 6.38
C24 2.78 -2.55 5.08
C25 3.35 -1.69 3.94
O8 2.45 -0.61 3.65
C26 3.12 0.55 3.18
H42 -1.87 -1.93 6.06
H43 -1.28 -2.59 4.51
H44 -0.65 -3.26 6.03
H45 0.47 -1.95 7.44
H46 0.09 -0.23 7.18
H47 2.45 -0.40 7.60
H48 2.30 -0.01 5.90
H49 1.75 -2.85 4.90
H50 3.38 -3.47 5.13
H51 3.44 -2.30 3.04
H52 4.33 -1.31 4.23
H53 3.91 0.84 3.88
H54 2.40 1.36 3.13
H55 3.54 0.37 2.19
C27 3.65 3.89 -7.14
O9 5.03 3.59 -7.06
C28 5.31 2.53 -6.15
C29 6.50 1.69 -6.64
O10 6.18 0.81 -7.73
C30 5.92 1.44 -8.99
C31 7.16 2.08 -9.63
O11 7.49 3.30 -8.98
C32 8.88 3.57 -8.98
H56 3.30 4.34 -6.21
H57 3.50 4.60 -7.96
H58 3.06 2.99 -7.37
H59 4.44 1.88 -6.02
H60 5.56 2.98 -5.18
H61 6.80 1.03 -5.82
H62 7.37 2.30 -6.87
H63 5.09 2.15 -8.92
H64 5.58 0.64 -9.65
H65 6.96 2.31 -10.68
H66 8.00 1.37 -9.58
H67 9.44 2.73 -8.57
H68 9.06 4.44 -8.33
H69 9.22 3.81 -9.99
C33 2.76 3.41 6.38
O12 2.45 4.26 5.29
C34 1.11 4.76 5.35
C35 1.04 6.19 4.79
O13 1.57 7.18 5.67
C36 2.99 7.18 5.85
C37 3.77 7.61 4.60
O14 3.79 6.55 3.64
C38 3.83 7.03 2.30
H70 2.21 2.47 6.30
H71 3.83 3.19 6.34
H72 2.55 3.90 7.34
H73 0.74 4.76 6.38
H74 0.49 4.10 4.75
H75 -0.02 6.44 4.67
H76 1.48 6.26 3.80
H77 3.34 6.22 6.23
H78 3.19 7.92 6.63
H79 4.81 7.82 4.87
H80 3.32 8.51 4.18
H81 3.02 7.74 2.12
H82 3.69 6.17 1.63
H83 4.80 7.49 2.09
C39 -6.34 -6.70 9.18
O15 -5.19 -7.15 8.50
C40 -5.46 -8.20 7.57
C41 -4.55 -8.10 6.35
O16 -4.90 -7.05 5.44
C42 -4.66 -5.71 5.90
C43 -3.18 -5.35 6.02
O17 -2.61 -5.95 7.18
C44 -1.24 -6.28 7.03
H84 -6.71 -7.47 9.86
H85 -6.08 -5.81 9.75
H86 -7.13 -6.42 8.47
H87 -6.51 -8.16 7.24
H88 -5.29 -9.15 8.09
H89 -4.66 -9.03 5.77
H90 -3.50 -8.04 6.63
H91 -5.21 -5.51 6.82
H92 -5.10 -5.06 5.13
H93 -3.07 -4.27 6.13
H94 -2.65 -5.67 5.11
H95 -1.09 -6.89 6.13
H96 -0.93 -6.87 7.89
H97 -0.64 -5.37 6.98

Löwdin population analysis, charges in e, atoms 1 to 6:
1 C -0.13
2 O -0.26
3 C -0.23
4 C -0.16
5 C -0.21
6 C -0.22

***

(2)
Formula: C44H99ClNO6
Source: the OMol25 dataset
Level of theory: ωB97M-V with the def2-TZVPD basis set

## Properties
Charge: +1
Gap between HOMO and LUMO, eV: 6.59

Positions of all 151 atoms, in Å:
C1 4.92 4.37 1.17
C2 5.29 3.22 0.21
C3 6.80 3.04 0.13
C4 7.29 2.16 -1.01
C5 6.81 0.71 -0.93
C6 5.66 0.31 -1.90
C7 6.03 -0.97 -2.65
C8 4.90 -1.82 -3.24
C9 3.72 -1.17 -3.97
C10 4.05 -0.10 -5.03
C11 2.92 0.92 -5.23
C12 2.64 1.88 -4.09
C13 1.36 2.68 -4.36
C14 0.08 1.86 -4.14
C15 -0.84 2.45 -3.08
C16 -0.33 2.30 -1.64
C17 -0.53 0.95 -0.94
C18 0.75 0.06 -0.89
C19 0.50 -0.98 -1.91
N1 -0.71 -0.93 -2.34
C20 -1.54 -0.03 -1.54
Cl1 -2.24 -1.08 -0.22
H1 4.70 5.27 0.60
H2 4.07 4.15 1.79
H3 5.79 4.59 1.79
H4 4.89 3.43 -0.78
H5 4.84 2.29 0.58
H6 7.14 2.63 1.08
H7 7.25 4.03 0.04
H8 7.02 2.60 -1.98
H9 8.38 2.17 -0.98
H10 6.47 0.54 0.09
H11 7.65 0.03 -1.09
H12 4.74 0.15 -1.34
H13 5.51 1.13 -2.60
H14 6.53 -1.61 -1.93
H15 6.76 -0.77 -3.43
H16 4.49 -2.42 -2.42
H17 5.34 -2.54 -3.93
H18 3.23 -1.99 -4.50
H19 2.98 -0.76 -3.27
H20 5.00 0.38 -4.82
H21 4.13 -0.60 -5.99
H22 2.01 0.35 -5.45
H23 3.16 1.51 -6.11
H24 2.52 1.36 -3.14
H25 3.49 2.55 -3.95
H26 1.35 3.54 -3.68
H27 1.39 3.08 -5.37
H28 -0.49 1.84 -5.08
H29 0.33 0.82 -3.94
H30 -0.92 3.52 -3.28
H31 -1.85 2.07 -3.17
H32 0.72 2.58 -1.62
H33 -0.87 3.03 -1.03
H34 -0.86 1.12 0.07
H35 1.03 -0.34 0.08
H36 1.62 0.63 -1.25
H37 1.22 -1.67 -2.31
H38 -1.06 -1.48 -3.11
H39 -2.45 0.34 -2.01
C21 -8.47 1.14 -1.08
C22 -7.85 0.86 -2.44
O1 -6.49 1.25 -2.55
C23 -5.61 0.63 -1.65
C24 -5.53 -0.89 -1.77
H40 -8.39 2.20 -0.84
H41 -9.52 0.86 -1.08
H42 -7.98 0.58 -0.29
H43 -8.37 1.43 -3.21
H44 -7.97 -0.20 -2.71
H45 -5.83 0.91 -0.61
H46 -4.63 1.06 -1.88
H47 -6.48 -1.37 -1.53
H48 -4.78 -1.27 -1.08
H49 -5.26 -1.18 -2.79
C25 -4.75 -2.26 2.41
C26 -3.75 -3.34 2.80
O2 -4.14 -4.15 3.88
C27 -5.34 -4.88 3.71
C28 -5.31 -5.85 2.54
H50 -4.97 -1.61 3.26
H51 -4.34 -1.66 1.60
H52 -5.70 -2.68 2.06
H53 -2.82 -2.87 3.12
H54 -3.50 -3.96 1.92
H55 -6.20 -4.21 3.62
H56 -5.46 -5.43 4.64
H57 -5.21 -5.34 1.58
H58 -6.24 -6.42 2.51
H59 -4.49 -6.55 2.65
C29 1.89 -4.83 5.50
C30 1.28 -3.44 5.50
O3 1.83 -2.57 4.52
C31 1.69 -2.97 3.18
C32 0.25 -3.13 2.73
H60 2.97 -4.78 5.64
H61 1.46 -5.42 6.31
H62 1.69 -5.37 4.57
H63 1.49 -2.95 6.45
H64 0.19 -3.49 5.40
H65 2.25 -3.89 2.99
H66 2.17 -2.18 2.60
H67 -0.27 -3.92 3.27
H68 0.21 -3.39 1.66
H69 -0.31 -2.21 2.88
C33 -6.01 2.96 1.71
C34 -6.37 4.10 0.77
O4 -7.59 4.74 1.08
C35 -7.67 5.35 2.35
C36 -6.64 6.44 2.59
H70 -6.80 2.21 1.72
H71 -5.08 2.48 1.37
H72 -5.85 3.30 2.73
H73 -6.50 3.71 -0.24
H74 -5.55 4.83 0.72
H75 -7.62 4.59 3.15
H76 -8.67 5.78 2.39
H77 -5.62 6.05 2.58
H78 -6.81 6.90 3.57
H79 -6.72 7.21 1.83
C37 -4.42 -5.49 -4.92
C38 -4.43 -4.27 -4.02
O5 -4.23 -4.56 -2.64
C39 -3.02 -5.20 -2.30
C40 -1.78 -4.39 -2.64
H80 -5.18 -6.20 -4.60
H81 -4.64 -5.19 -5.95
H82 -3.46 -6.00 -4.92
H83 -5.40 -3.78 -4.06
H84 -3.69 -3.53 -4.37
H85 -2.96 -6.20 -2.76
H86 -3.07 -5.35 -1.22
H87 -1.67 -4.22 -3.71
H88 -0.88 -4.90 -2.29
H89 -1.85 -3.42 -2.14
C41 7.03 2.70 6.76
C42 7.15 2.11 5.37
O6 7.31 3.07 4.34
C43 8.45 3.90 4.44
C44 9.77 3.15 4.42
H90 6.20 3.40 6.81
H91 6.85 1.90 7.49
H92 7.93 3.23 7.07
H93 6.23 1.58 5.12
H94 7.96 1.37 5.34
H95 8.39 4.54 5.32
H96 8.39 4.56 3.57
H97 9.88 2.49 5.28
H98 10.60 3.86 4.44
H99 9.86 2.54 3.52

Löwdin population analysis, charges in e, atoms 1 to 6:
1 C -0.10
2 C -0.26
3 C -0.24
4 C -0.21
5 C -0.19
6 C -0.20